Entry 1:
Formula: C39H49MoN2P2Si3
Source: the OMol25 dataset
Level of theory: the ωB97M-V functional and the def2-TZVPD basis

Output
HOMO-LUMO gap ... 6.39 eV
LUMO ... -0.3633 hartree
Total charge ... +3
HOMO energy ... -16.3 eV
Spin multiplicity ... 1

CARTESIAN COORDINATES (ANGSTROEM)
Mo (8.050, -5.052, 16.253)
C (6.946, -2.120, 13.461)
Si (8.084, -3.547, 13.837)
C (6.646, -4.860, 14.368)
C (9.107, -4.344, 12.487)
N (8.760, -3.305, 15.405)
P (10.144, -3.193, 16.333)
C (9.711, -4.625, 17.178)
P (9.991, -6.240, 17.859)
N (8.518, -6.621, 17.187)
Si (7.531, -8.199, 16.961)
C (6.842, -8.685, 18.581)
C (6.160, -7.790, 15.736)
C (8.848, -9.376, 16.289)
C (10.191, -6.395, 19.573)
C (10.656, -5.402, 20.441)
C (10.797, -5.675, 21.807)
C (10.333, -6.896, 22.268)
C (9.961, -7.908, 21.403)
C (9.847, -7.656, 20.042)
C (11.277, -7.063, 17.003)
C (12.257, -7.873, 17.647)
C (13.167, -8.538, 16.879)
C (13.128, -8.365, 15.513)
C (12.219, -7.532, 14.862)
C (11.231, -6.965, 15.619)
C (10.409, -1.866, 17.417)
C (10.156, -2.046, 18.791)
C (10.437, -1.080, 19.716)
C (11.085, 0.095, 19.309)
C (11.394, 0.221, 17.965)
C (11.090, -0.735, 16.978)
C (11.471, -3.233, 15.207)
C (11.545, -2.515, 14.040)
C (12.674, -2.590, 13.237)
C (13.749, -3.448, 13.611)
C (13.676, -4.112, 14.794)
C (12.565, -4.047, 15.588)
H (6.285, -2.378, 12.646)
H (7.472, -1.181, 13.304)
H (6.299, -2.155, 14.333)
H (6.300, -4.905, 13.337)
H (5.771, -4.519, 14.893)
H (6.779, -5.953, 14.493)
H (8.550, -4.509, 11.583)
H (9.427, -5.367, 12.739)
H (9.982, -3.760, 12.278)
H (7.484, -8.514, 19.428)
H (6.634, -9.736, 18.619)
H (5.912, -8.168, 18.707)
H (5.679, -6.824, 15.857)
H (5.346, -8.533, 15.996)
H (6.380, -7.964, 14.675)
H (9.433, -9.888, 17.035)
H (9.621, -8.822, 15.733)
H (8.399, -10.189, 15.719)
H (10.846, -4.376, 20.053)
H (11.164, -4.964, 22.547)
H (10.351, -7.069, 23.315)
H (9.758, -8.880, 21.763)
H (9.652, -8.474, 19.345)
H (12.332, -8.019, 18.759)
H (13.970, -9.068, 17.287)
H (13.859, -8.933, 14.884)
H (12.371, -7.403, 13.775)
H (10.501, -6.374, 15.170)
H (9.779, -2.952, 19.166)
H (10.212, -1.237, 20.806)
H (11.326, 0.886, 19.994)
H (11.941, 1.145, 17.736)
H (11.459, -0.635, 15.953)
H (10.746, -1.844, 13.709)
H (12.750, -1.994, 12.348)
H (14.617, -3.430, 13.016)
H (14.482, -4.773, 15.097)
H (12.567, -4.579, 16.520)
C (4.961, -4.260, 17.651)
Si (6.664, -3.709, 18.099)
C (6.888, -1.927, 17.726)
C (7.032, -4.327, 19.784)
C (7.837, -3.710, 20.702)
C (8.110, -4.233, 21.950)
C (7.412, -5.394, 22.368)
C (6.470, -5.955, 21.473)
C (6.341, -5.467, 20.191)
H (4.236, -3.667, 18.271)
H (4.799, -5.331, 17.829)
H (4.818, -4.214, 16.606)
H (6.252, -1.419, 18.458)
H (6.507, -1.660, 16.741)
H (7.856, -1.467, 17.785)
H (8.162, -2.755, 20.433)
H (8.820, -3.694, 22.564)
H (7.465, -5.785, 23.346)
H (5.824, -6.741, 21.832)
H (5.669, -5.946, 19.477)



Entry 2:
Formula: C39H50AuN3OP3
Source: the OMol25 dataset
Level of theory: the ωB97M-V functional and the def2-TZVPD basis

Output
HOMO-LUMO gap ... 8.43 eV
LUMO ... -0.0673 hartree
Total charge ... +1
HOMO energy ... -10.3 eV
Spin multiplicity ... 1

CARTESIAN COORDINATES (ANGSTROEM)
Au (-0.860, 0.131, 0.549)
C (-4.137, -0.151, -0.433)
C (-3.769, -1.635, -0.556)
P (-2.115, -1.963, 0.206)
C (-1.532, -3.456, -0.656)
C (-2.372, -4.496, -1.047)
C (-1.847, -5.580, -1.733)
C (-0.494, -5.627, -2.040)
C (0.347, -4.599, -1.641)
C (-0.171, -3.519, -0.942)
C (-2.458, -2.560, 1.896)
C (-3.591, -3.284, 2.259)
C (-3.761, -3.694, 3.572)
C (-2.798, -3.402, 4.527)
C (-1.654, -2.705, 4.168)
C (-1.486, -2.281, 2.859)
C (-3.293, 0.766, -1.351)
P (-2.236, 1.833, -0.295)
C (-1.191, 2.875, -1.354)
C (-1.013, 2.722, -2.723)
C (-0.118, 3.547, -3.395)
C (0.606, 4.507, -2.708)
C (0.439, 4.654, -1.336)
C (-0.459, 3.846, -0.662)
C (-3.429, 3.043, 0.357)
C (-3.833, 2.973, 1.687)
C (-4.725, 3.909, 2.192)
C (-5.208, 4.915, 1.371)
C (-4.810, 4.982, 0.042)
C (-3.922, 4.052, -0.469)
H (-4.005, 0.143, 0.614)
H (-5.194, -0.021, -0.661)
H (-3.718, -1.936, -1.604)
H (-4.529, -2.243, -0.065)
H (-3.430, -4.463, -0.818)
H (-2.494, -6.395, -2.032)
H (-0.094, -6.467, -2.593)
H (1.403, -4.643, -1.880)
H (0.465, -2.711, -0.599)
H (-4.346, -3.536, 1.526)
H (-4.649, -4.247, 3.851)
H (-2.939, -3.721, 5.551)
H (-0.896, -2.486, 4.909)
H (-0.592, -1.737, 2.572)
H (-3.923, 1.369, -2.006)
H (-2.621, 0.169, -1.974)
H (-1.577, 1.972, -3.265)
H (-0.002, 3.457, -4.468)
H (1.295, 5.151, -3.238)
H (1.010, 5.401, -0.799)
H (-0.599, 3.959, 0.408)
H (-3.440, 2.189, 2.324)
H (-5.037, 3.857, 3.227)
H (-5.888, 5.657, 1.768)
H (-5.191, 5.769, -0.596)
H (-3.606, 4.112, -1.504)
O (1.267, -0.593, 0.825)
P (2.574, -0.085, 0.279)
N (3.772, -1.236, 0.304)
C (4.224, -1.856, 1.571)
C (4.454, -3.332, 1.237)
C (4.712, -3.317, -0.270)
C (3.731, -2.260, -0.757)
N (3.198, 1.229, 1.088)
C (2.484, 2.511, 0.862)
C (2.270, 3.106, 2.252)
C (3.445, 2.537, 3.048)
C (3.547, 1.110, 2.519)
N (2.413, 0.455, -1.263)
C (1.423, -0.068, -2.216)
C (1.865, 0.510, -3.561)
C (3.384, 0.627, -3.408)
C (3.528, 1.111, -1.970)
H (3.490, -1.732, 2.369)
H (5.162, -1.388, 1.880)
H (3.560, -3.918, 1.460)
H (5.289, -3.742, 1.802)
H (4.537, -4.284, -0.738)
H (5.737, -3.007, -0.477)
H (2.734, -2.709, -0.851)
H (4.012, -1.826, -1.717)
H (1.543, 2.362, 0.332)
H (3.114, 3.173, 0.260)
H (1.329, 2.750, 2.677)
H (2.264, 4.195, 2.232)
H (3.282, 2.558, 4.124)
H (4.359, 3.088, 2.820)
H (2.835, 0.466, 3.049)
H (4.548, 0.698, 2.638)
H (0.412, 0.250, -1.942)
H (1.431, -1.160, -2.261)
H (1.426, 1.497, -3.711)
H (1.572, -0.132, -4.390)
H (3.826, 1.314, -4.128)
H (3.846, -0.355, -3.524)
H (3.405, 2.198, -1.922)
H (4.483, 0.850, -1.513)



Entry 3:
Formula: C39H50BGeN6S3Sc
Source: the OMol25 dataset
Level of theory: the ωB97M-V functional and the def2-TZVPD basis

Output
HOMO-LUMO gap ... 6.90 eV
LUMO ... -0.4536 hartree
Total charge ... +4
HOMO energy ... -19.2 eV
Spin multiplicity ... 1
ΔE to the lowest compared entry with this formula, charge and spin ... 7.3 kcal per mole

CARTESIAN COORDINATES (ANGSTROEM)
Sc (0.159, 1.960, -2.214)
C (3.649, -2.006, -2.700)
C (2.329, -2.246, -2.044)
C (1.787, -3.496, -1.881)
C (0.519, -3.702, -1.273)
N (-0.168, -2.675, -0.831)
N (0.388, -1.459, -0.954)
B (-0.427, -0.468, -0.219)
N (-1.893, -0.466, -0.419)
N (-2.489, -0.836, 0.719)
C (-3.777, -1.100, 0.679)
C (-4.483, -0.960, -0.543)
C (-3.870, -0.538, -1.700)
C (-4.605, -0.362, -2.989)
C (-2.489, -0.268, -1.600)
S (-1.537, 0.307, -2.946)
C (-4.411, -1.555, 1.982)
C (-4.155, -0.479, 3.047)
C (-5.916, -1.776, 1.825)
C (-3.735, -2.873, 2.394)
N (0.141, 0.230, 0.960)
N (0.655, -0.712, 1.770)
C (1.021, -0.350, 2.975)
C (0.889, 1.008, 3.372)
C (0.402, 1.972, 2.528)
C (0.271, 3.406, 2.925)
C (0.019, 1.530, 1.239)
S (-0.627, 2.619, 0.034)
C (1.567, -1.401, 3.915)
C (2.991, -0.989, 4.325)
C (1.596, -2.774, 3.245)
C (0.655, -1.446, 5.154)
C (1.549, -1.178, -1.548)
S (2.048, 0.491, -1.646)
C (-0.063, -5.088, -1.111)
C (-0.180, -5.732, -2.503)
C (0.905, -5.902, -0.234)
C (-1.437, -5.032, -0.448)
H (4.118, -2.946, -2.978)
H (4.322, -1.468, -2.030)
H (3.527, -1.402, -3.601)
H (2.332, -4.359, -2.242)
H (-5.542, -1.178, -0.560)
H (-5.637, -0.688, -2.891)
H (-4.134, -0.938, -3.787)
H (-4.604, 0.686, -3.291)
H (-4.633, 0.467, 2.782)
H (-3.087, -0.310, 3.191)
H (-4.576, -0.809, 3.996)
H (-6.442, -0.859, 1.551)
H (-6.324, -2.106, 2.779)
H (-6.146, -2.555, 1.096)
H (-2.660, -2.741, 2.529)
H (-3.902, -3.656, 1.652)
H (-4.161, -3.213, 3.337)
H (1.197, 1.287, 4.372)
H (0.607, 3.554, 3.948)
H (-0.767, 3.734, 2.852)
H (0.867, 4.043, 2.269)
H (3.653, -0.922, 3.459)
H (3.397, -1.742, 4.999)
H (3.013, -0.037, 4.857)
H (2.243, -2.778, 2.366)
H (0.598, -3.096, 2.946)
H (1.988, -3.502, 3.954)
H (0.642, -0.501, 5.697)
H (1.029, -2.206, 5.840)
H (-0.369, -1.711, 4.885)
H (0.788, -5.851, -2.992)
H (-0.834, -5.153, -3.158)
H (-0.610, -6.727, -2.397)
H (1.892, -6.007, -0.688)
H (0.504, -6.907, -0.103)
H (1.019, -5.454, 0.755)
H (-2.151, -4.469, -1.052)
H (-1.388, -4.582, 0.545)
H (-1.817, -6.047, -0.341)
Ge (1.363, 5.991, -1.917)
C (3.058, 6.427, -1.333)
C (4.272, 5.829, -1.742)
C (5.466, 6.360, -1.316)
C (5.473, 7.491, -0.491)
C (4.287, 8.094, -0.082)
C (3.081, 7.574, -0.502)
C (0.769, 4.502, -3.000)
C (-0.575, 4.331, -3.369)
C (-0.918, 3.357, -4.308)
C (0.073, 2.550, -4.887)
C (1.410, 2.704, -4.521)
C (1.757, 3.682, -3.581)
H (0.209, 6.859, -1.442)
H (4.286, 4.973, -2.402)
H (6.402, 5.919, -1.629)
H (6.420, 7.911, -0.176)
H (4.311, 8.974, 0.546)
H (2.159, 8.056, -0.197)
H (-1.352, 4.954, -2.939)
H (-1.952, 3.237, -4.604)
H (-0.202, 1.806, -5.624)
H (2.177, 2.088, -4.972)
H (2.800, 3.828, -3.344)